Molecular formula: C3H7N3O2
Method: DFT, ωB97M-V/def2-TZVPD

Structure (SMILES): [H]/N=[N+](\[O-])O/C(C)=N\C
DFT total energy: -11784.47823 eV
Total charge: 0
Kohn-Sham gap: 10.922 eV
Energy relative to the best compared isomer or geometry (same formula, charge and spin): 157.6 kcal per mole
E_HOMO: -0.375 Ha

The geometry in XYZ format:
```
15
Properties=species:S:1:pos:R:3:nbo_charge:R:1
C 0.303 0.459 -0.083 0.576
C 1.050 1.699 0.359 -0.653
C 0.219 -1.904 -0.488 -0.463
N 0.825 -0.659 -0.083 -0.422
N -3.259 0.762 0.061 -0.440
N -2.145 0.597 0.545 0.574
O -1.100 0.791 -0.426 -0.425
O -1.798 0.293 1.644 -0.422
H 2.045 1.715 0.113 0.231
H 0.459 2.616 -0.156 0.220
H 0.957 1.799 1.370 0.233
H -0.738 -2.230 0.089 0.207
H 1.020 -2.614 -0.259 0.211
H -0.021 -2.061 -1.663 0.217
H -3.960 0.590 0.761 0.354
```